Here is an isolated molecule of C3H10N2S in a non-equilibrium geometry from the OMol25 dataset. Energies are from ωB97M-V with the def2-TZVPD basis set.

Last column: Mulliken charge in e.
Geometry (Å):
N 1.61 0.60 0.95  -0.513
C 0.62 -0.36 1.36  -0.815
C -0.05 -0.83 -0.02  -0.022
N 0.80 -0.85 -1.15  -0.666
C -1.13 0.25 -0.41  -0.826
S -2.28 0.24 -1.86  -0.249
H 2.44 0.07 1.35  0.249
H 1.50 1.80 1.26  0.254
H 1.08 -1.25 1.43  0.414
H -0.04 -0.20 2.30  0.319
H -0.48 -1.77 -0.05  0.438
H 0.00 -1.23 -1.99  0.277
H 1.14 0.15 -1.62  0.327
H -0.59 1.24 -0.42  0.330
H -1.63 0.55 0.59  0.340
H -3.00 1.59 -1.71  0.144

Output
Net charge: 0
SMILES: NC[C@H](N)CS
Maximum force, eV/Å: 6.15
Energy above the lowest of the compared OMol25 structures with the same formula, charge and spin, kcal per mole: 107.2
Molar mass, g mol⁻¹: 106.2
Total energy, hartree: -627.82376
Lowest unoccupied orbital energy, eV: 0.6